DFT (wB97M-V/def2-TZVPD) results for a single C3H4N2S2 molecule in a non-equilibrium geometry.

Values from the calculation:
calculated total energy: -27824.9696 eV
lowest unoccupied orbital energy: -0.20 eV
energy above the lowest of the compared OMol25 structures with the same formula, charge and spin: 41.96 kcal per mole
HOMO-LUMO gap: 0.3334 Ha
max |F|: 4.491 eV/A

Element x y z (Å)
C  -1.887  0.927  0.862
S  -0.243  0.420  1.250
C  0.345  -0.185  -0.334
S  -0.533  0.123  -1.643
N  1.628  -0.692  -0.223
C  2.304  -1.311  -1.133
N  2.906  -1.971  -1.834
H  -2.607  0.090  0.939
H  -1.755  1.314  -0.114
H  -2.162  1.937  1.467
H  2.005  -0.651  0.763

=====

DFT (wB97M-V/def2-TZVPD) results for a single CH3BI2O molecule in a non-equilibrium geometry.

Values from the calculation:
calculated total energy: -20012.7044 eV
lowest unoccupied orbital energy: 0.16 eV
HOMO-LUMO gap: 0.3586 Ha
max |F|: 3.384 eV/A

Element x y z (Å)
C  0.095  -0.166  1.159
O  -0.751  -0.025  0.088
B  -0.294  0.206  -1.183
I  1.879  0.196  -1.672
I  -1.935  0.405  -2.722
H  1.056  -0.500  0.810
H  -0.277  -0.913  1.891
H  0.227  0.798  1.628

=====

DFT (wB97M-V/def2-TZVPD) results for a single CH4FOPS molecule in a non-equilibrium geometry.

Values from the calculation:
calculated total energy: -25992.1634 eV
lowest unoccupied orbital energy: 0.30 eV
energy above the lowest of the compared OMol25 structures with the same formula, charge and spin: 22.72 kcal per mole
HOMO-LUMO gap: 0.3550 Ha
max |F|: 4.550 eV/A

Element x y z (Å)
C  0.219  1.189  0.641
P  -0.332  -0.464  -0.195
O  0.941  -1.269  -0.743
F  -0.673  0.176  -1.713
S  -1.850  -1.774  0.445
H  0.056  0.811  1.741
H  1.343  1.214  0.550
H  -0.234  2.141  0.386
H  0.530  -2.023  -1.111

=====

DFT (wB97M-V/def2-TZVPD) results for a molecular structure, C10H9N5PtSeTe4 in a non-equilibrium geometry.

Values from the calculation:
calculated total energy: -115733.2883 eV
lowest unoccupied orbital energy (alpha / beta): -1.99 / -1.99 eV
energy above the lowest of the compared OMol25 structures with the same formula, charge and spin: 0.00 kcal per mole
HOMO-LUMO gap (alpha / beta): 0.1498 / 0.1498 Ha
max |F|: 1.514 eV/A

Element x y z (Å)
Pt  -1.049  -0.114  -1.450
Te  -2.331  -2.152  -2.541
Te  -4.782  -1.173  -1.906
Te  -4.260  1.435  -2.517
Te  -1.625  1.527  -3.346
Se  2.015  3.027  -3.656
N  3.006  3.216  -2.202
C  2.378  2.572  -1.240
C  2.834  2.440  0.110
C  2.008  1.837  0.988
C  0.736  1.328  0.574
N  0.301  1.346  -0.653
C  1.117  1.967  -1.582
N  0.739  2.092  -2.841
H  3.802  2.829  0.396
H  2.291  1.733  2.027
H  0.049  0.921  1.308
N  -2.571  -0.812  1.246
C  -1.383  -1.455  1.277
C  -0.916  -2.099  2.442
C  0.335  -2.654  2.446
C  1.122  -2.608  1.290
C  0.595  -1.994  0.184
N  -0.621  -1.410  0.174
H  -3.241  -0.992  1.972
H  -2.947  -0.541  0.342
H  -1.554  -2.137  3.314
H  0.708  -3.136  3.340
H  2.109  -3.044  1.256
H  1.136  -1.950  -0.752